110
Properties=species:S:1:pos:R:3:lowdin_charge:R:1 method="wB97M-V/def2-TZVPD" total_charge=+1 gap_ev=7.249 lumo_energy_ha=-0.119
Bi 0.32 -0.85 -0.10 1.454
C 3.74 0.72 2.09 -0.341
C 3.37 -0.25 3.22 -0.350
C 2.13 0.18 4.01 -0.363
Sb 0.25 -0.31 3.07 1.465
C -0.18 -2.11 4.18 -0.367
C 0.37 -2.41 5.42 -0.118
C -0.01 -3.56 6.10 -0.073
C -0.95 -4.42 5.55 -0.076
C -1.52 -4.13 4.31 -0.088
C -1.13 -2.98 3.64 -0.168
C -1.01 0.93 4.24 -0.379
C -2.24 1.34 3.72 -0.139
C -3.10 2.11 4.50 -0.074
C -2.74 2.46 5.79 -0.074
C -1.51 2.06 6.31 -0.075
C -0.65 1.29 5.54 -0.123
Sb 3.03 0.23 0.12 1.470
C 4.35 1.53 -0.93 -0.328
C 3.91 2.39 -1.93 -0.120
C 4.81 3.23 -2.57 -0.063
C 6.16 3.20 -2.22 -0.068
C 6.60 2.34 -1.23 -0.069
C 5.70 1.50 -0.58 -0.121
C 3.96 -1.70 -0.02 -0.351
C 3.28 -2.76 -0.62 -0.166
C 3.83 -4.04 -0.65 -0.070
C 5.09 -4.26 -0.10 -0.067
C 5.78 -3.21 0.48 -0.068
C 5.22 -1.94 0.53 -0.121
H 4.82 0.79 1.98 0.046
H 3.37 1.72 2.29 0.052
H 4.21 -0.30 3.91 0.111
H 3.24 -1.27 2.84 0.088
H 2.13 1.26 4.17 0.065
H 2.12 -0.30 4.98 0.034
H 1.10 -1.76 5.89 0.084
H 0.42 -3.78 7.07 0.109
H -1.26 -5.32 6.08 0.108
H -2.26 -4.79 3.88 0.108
H -1.60 -2.74 2.69 0.072
H -2.51 1.08 2.71 0.090
H -4.05 2.42 4.09 0.110
H -3.41 3.06 6.40 0.108
H -1.23 2.33 7.32 0.108
H 0.30 0.98 5.96 0.092
H 2.87 2.39 -2.25 0.065
H 4.46 3.89 -3.35 0.113
H 6.86 3.85 -2.73 0.110
H 7.64 2.31 -0.96 0.110
H 6.06 0.84 0.20 0.077
H 2.33 -2.61 -1.10 0.012
H 3.28 -4.85 -1.10 0.104
H 5.52 -5.25 -0.12 0.110
H 6.76 -3.37 0.91 0.111
H 5.77 -1.14 1.02 0.086
C -0.66 -2.94 -8.19 -0.041
C -0.24 -2.17 -6.96 -0.255
C -0.73 -0.89 -6.72 -0.022
C -0.37 -0.19 -5.57 -0.043
C 0.48 -0.80 -4.66 -0.288
C 1.00 -2.06 -4.89 -0.069
C 0.64 -2.74 -6.04 -0.029
S 0.92 0.08 -3.21 0.550
O 1.04 1.48 -3.55 -0.287
O 2.06 -0.61 -2.63 -0.419
N -0.27 -0.15 -2.14 -0.404
C -1.38 0.83 -2.13 -0.175
C -1.66 1.39 -0.74 -0.619
O -2.40 2.33 -0.59 0.090
O -1.07 0.77 0.28 -0.365
H -1.09 -2.28 -8.94 0.080
H -1.42 -3.68 -7.92 0.089
H 0.18 -3.47 -8.63 0.084
H -1.39 -0.43 -7.44 0.120
H -0.73 0.81 -5.40 0.118
H 1.71 -2.49 -4.18 0.108
H 1.05 -3.73 -6.23 0.121
H -2.31 0.38 -2.47 0.131
H -1.17 1.68 -2.78 0.117
C 0.79 4.15 -0.35 0.014
C 0.69 3.35 0.91 -0.463
C -0.32 3.80 1.92 0.005
O 1.37 2.36 1.10 -0.094
H 1.10 5.18 -0.11 0.101
H -0.19 4.22 -0.82 0.098
H 1.50 3.71 -1.05 0.065
H -0.41 4.89 1.94 0.094
H -0.09 3.41 2.91 0.082
H -1.29 3.40 1.61 0.088
C -2.09 -4.08 -0.28 -0.267
P -0.31 -4.02 -0.76 0.814
C -0.44 -4.30 -2.57 -0.284
C 0.30 -5.59 -0.07 -0.405
C 0.53 -6.73 -0.83 -0.093
C 1.04 -7.88 -0.22 -0.075
C 1.31 -7.88 1.14 -0.076
C 1.09 -6.73 1.90 -0.073
C 0.60 -5.59 1.29 -0.110
H -2.56 -4.98 -0.68 0.052
H -2.62 -3.20 -0.66 0.040
H -2.17 -4.10 0.80 0.020
H -1.16 -5.08 -2.82 0.051
H 0.54 -4.56 -2.97 0.040
H -0.76 -3.36 -3.03 0.028
H 0.30 -6.75 -1.89 0.095
H 1.21 -8.77 -0.81 0.108
H 1.70 -8.77 1.61 0.108
H 1.31 -6.73 2.96 0.108
H 0.46 -4.69 1.88 0.085

110
Properties=species:S:1:pos:R:3:lowdin_charge:R:1 method="wB97M-V/def2-TZVPD" total_charge=+1 gap_ev=7.237 lumo_energy_ha=-0.082
Zn 0.79 0.57 1.47 0.421
C 4.45 -0.73 0.93 -0.027
C 3.75 -0.90 2.25 -0.332
C 4.36 -1.54 3.31 -0.052
C 3.65 -1.67 4.51 -0.062
C 2.37 -1.19 4.62 -0.025
C 1.78 -0.55 3.51 -0.444
N 2.51 -0.41 2.36 0.069
N 0.54 -0.03 3.41 -0.122
Si -0.56 0.30 4.70 0.370
C -2.07 1.09 3.93 -0.152
C -1.12 -1.23 5.63 -0.159
C 0.21 1.50 5.92 -0.157
H 5.36 -0.13 1.05 0.085
H 3.80 -0.25 0.21 0.037
H 4.75 -1.70 0.53 0.080
H 5.37 -1.92 3.21 0.110
H 4.12 -2.16 5.35 0.111
H 1.81 -1.31 5.54 0.089
H -2.53 0.44 3.18 0.012
H -1.83 2.04 3.46 0.007
H -2.82 1.29 4.70 0.042
H -1.53 -1.99 4.95 0.010
H -1.92 -0.96 6.32 0.036
H -0.33 -1.70 6.21 0.024
H 0.50 2.42 5.41 0.015
H 1.12 1.09 6.38 0.028
H -0.48 1.76 6.72 0.035
C -1.27 -2.90 -5.14 -0.404
S -2.45 -3.58 -3.95 0.820
C -3.39 -2.10 -3.49 -0.477
C -2.96 -1.45 -2.17 -0.252
C -1.52 -0.97 -2.24 -0.271
N -0.95 -0.44 -1.00 -0.437
P -1.34 1.04 -0.24 0.999
C -1.40 2.30 -1.56 -0.357
C -2.30 2.26 -2.62 -0.093
C -2.29 3.25 -3.59 -0.062
C -1.40 4.32 -3.49 -0.070
C -0.52 4.38 -2.42 -0.075
C -0.51 3.38 -1.46 -0.122
C -3.08 0.92 0.27 -0.365
C -3.89 2.05 0.30 -0.091
C -5.17 1.98 0.85 -0.068
C -5.63 0.79 1.38 -0.068
C -4.82 -0.34 1.36 -0.066
C -3.55 -0.27 0.82 -0.123
P 0.17 -1.31 -0.06 0.984
C -0.66 -2.79 0.57 -0.354
C -0.96 -2.84 1.93 -0.093
C -1.67 -3.92 2.44 -0.066
C -2.07 -4.95 1.60 -0.063
C -1.77 -4.90 0.24 -0.060
C -1.05 -3.83 -0.27 -0.095
C 1.40 -1.96 -1.22 -0.344
C 2.17 -3.06 -0.85 -0.086
C 3.20 -3.50 -1.66 -0.070
C 3.48 -2.85 -2.85 -0.069
C 2.71 -1.75 -3.23 -0.067
C 1.68 -1.31 -2.42 -0.117
H -0.73 -3.74 -5.56 0.034
H -0.56 -2.22 -4.68 0.016
H -1.80 -2.39 -5.95 0.039
H -4.43 -2.41 -3.41 0.074
H -3.34 -1.39 -4.32 0.081
H -3.06 -2.18 -1.36 0.101
H -3.64 -0.63 -1.94 0.100
H -1.42 -0.21 -3.03 0.108
H -0.90 -1.81 -2.55 0.063
H -3.03 1.47 -2.68 0.103
H -2.99 3.21 -4.41 0.111
H -1.40 5.10 -4.24 0.111
H 0.17 5.22 -2.33 0.113
H 0.18 3.42 -0.63 0.075
H -3.54 2.99 -0.12 0.104
H -5.79 2.87 0.87 0.108
H -6.63 0.74 1.81 0.109
H -5.18 -1.27 1.78 0.112
H -2.92 -1.15 0.83 0.087
H -0.63 -2.03 2.58 0.068
H -1.90 -3.97 3.50 0.101
H -2.62 -5.79 2.00 0.110
H -2.08 -5.71 -0.41 0.111
H -0.81 -3.81 -1.33 0.086
H 1.96 -3.58 0.08 0.115
H 3.79 -4.36 -1.36 0.111
H 4.28 -3.19 -3.49 0.108
H 2.92 -1.24 -4.17 0.108
H 1.09 -0.46 -2.72 0.082
S 0.62 4.92 2.98 1.069
C 2.19 4.27 3.14 -0.365
C 2.24 3.04 2.56 -0.219
N 1.06 2.63 2.00 -0.091
C 0.12 3.53 2.15 -0.499
H 2.98 4.80 3.64 0.077
H 3.10 2.38 2.52 0.113
H -0.89 3.40 1.80 0.067
N 1.97 1.28 -0.51 0.203
C 2.34 1.70 -1.52 -0.115
C 2.75 2.15 -2.82 -0.212
C 4.07 2.51 -3.06 -0.015
C 4.44 2.92 -4.33 -0.056
C 3.50 2.95 -5.35 -0.055
C 2.18 2.59 -5.10 -0.053
C 1.79 2.19 -3.84 -0.033
H 4.79 2.47 -2.25 0.123
H 5.47 3.20 -4.52 0.113
H 3.79 3.27 -6.34 0.113
H 1.45 2.63 -5.90 0.113
H 0.77 1.92 -3.63 0.107

119
Properties=species:S:1:pos:R:3:lowdin_charge:R:1 method="wB97M-V/def2-TZVPD" total_charge=-2 gap_ev="6.420 / 6.715" lumo_energy_ha="0.124 / 0.124" s_squared=3.782 spin_multiplicity=4
Tc 0.63 0.45 0.20 1.354
C -6.18 4.88 2.74 -0.117
C -5.66 5.07 1.47 -0.100
C -4.45 4.49 1.11 -0.083
C -3.73 3.71 2.02 -0.370
C -4.26 3.55 3.30 -0.120
C -5.48 4.12 3.66 -0.105
P -2.02 2.96 1.75 1.135
C -1.43 4.20 0.52 -0.375
C -1.61 4.10 -0.85 -0.129
C -1.22 5.14 -1.69 -0.101
C -0.64 6.28 -1.16 -0.106
C -0.44 6.38 0.21 -0.093
C -0.83 5.34 1.04 -0.100
C -2.41 1.48 0.69 -0.353
C -3.78 1.15 0.65 -0.123
C -4.30 0.17 -0.17 -0.106
C -3.43 -0.51 -1.00 -0.106
C -2.07 -0.27 -0.92 -0.136
C -1.49 0.67 -0.04 -0.255
H -7.13 5.34 3.02 0.089
H -6.20 5.67 0.75 0.093
H -4.07 4.65 0.11 0.099
H -3.71 2.96 4.02 0.095
H -5.88 3.96 4.66 0.093
H -2.05 3.20 -1.28 0.099
H -1.35 5.04 -2.76 0.098
H -0.33 7.09 -1.82 0.090
H 0.04 7.26 0.63 0.094
H -0.66 5.41 2.11 0.101
H -4.47 1.70 1.27 0.079
H -5.36 -0.04 -0.17 0.092
H -3.81 -1.24 -1.70 0.081
H -1.41 -0.84 -1.55 0.043
Br 1.17 1.94 -1.65 0.195
F 2.90 0.12 0.52 -0.009
B 4.17 -0.49 0.83 -1.227
F 5.05 0.47 1.30 0.120
F 3.96 -1.49 1.79 0.099
F 4.66 -1.07 -0.38 0.086
N 0.76 -1.14 -0.92 -0.338
P 1.06 -2.07 -2.10 0.589
N 2.18 -3.27 -1.79 -0.209
C 2.37 -4.30 -2.80 -0.205
C 3.73 -5.01 -2.65 -0.177
C 4.64 -4.25 -1.69 -0.209
C 3.97 -4.18 -0.32 -0.166
C 2.51 -3.68 -0.42 -0.175
N 1.60 -1.46 -3.58 -0.204
C 0.69 -0.56 -4.30 -0.240
C 1.17 -0.39 -5.74 -0.191
C 2.59 0.16 -5.75 -0.212
C 3.51 -0.75 -4.94 -0.187
C 2.97 -0.89 -3.52 -0.208
N -0.32 -2.93 -2.62 -0.197
C -0.57 -3.40 -3.98 -0.229
C -1.00 -4.86 -3.99 -0.194
C -2.30 -5.06 -3.20 -0.196
C -2.33 -4.16 -1.95 -0.170
C -0.92 -3.73 -1.55 -0.223
H 2.31 -3.81 -3.77 0.097
H 1.56 -5.05 -2.76 0.090
H 4.20 -5.13 -3.63 0.097
H 3.58 -6.01 -2.24 0.100
H 4.81 -3.23 -2.05 0.097
H 5.61 -4.74 -1.62 0.103
H 4.54 -3.53 0.33 0.091
H 3.98 -5.19 0.12 0.102
H 2.35 -2.82 0.23 0.094
H 1.83 -4.48 -0.10 0.106
H 0.67 0.43 -3.82 0.032
H -0.32 -0.96 -4.26 0.091
H 0.49 0.29 -6.26 0.105
H 1.14 -1.36 -6.25 0.103
H 2.58 1.15 -5.27 0.113
H 2.96 0.28 -6.77 0.097
H 4.52 -0.35 -4.90 0.108
H 3.55 -1.75 -5.40 0.105
H 2.95 0.10 -3.05 0.078
H 3.59 -1.53 -2.90 0.093
H 0.32 -3.25 -4.59 0.093
H -1.38 -2.81 -4.44 0.112
H -0.20 -5.47 -3.56 0.085
H -1.12 -5.19 -5.03 0.105
H -2.39 -6.11 -2.92 0.097
H -3.15 -4.83 -3.85 0.098
H -2.81 -4.68 -1.12 0.109
H -2.91 -3.26 -2.15 0.087
H -0.33 -4.63 -1.33 0.108
H -0.94 -3.13 -0.64 0.107
O -2.10 -1.57 2.73 0.051
C -1.60 -1.38 3.97 -0.268
C -2.45 -1.64 5.05 -0.033
C -1.99 -1.47 6.35 -0.116
C -0.69 -1.04 6.59 -0.114
C 0.14 -0.78 5.51 -0.031
C -0.29 -0.93 4.20 -0.056
C 0.65 -0.52 3.09 -0.544
O 1.74 -0.07 3.35 0.090
O 0.16 -0.73 1.88 -0.202
H -1.39 -1.26 2.11 0.064
H -3.46 -1.97 4.85 0.106
H -2.66 -1.65 7.18 0.089
H -0.33 -0.92 7.60 0.086
H 1.16 -0.42 5.66 0.117
I 1.92 5.07 7.83 0.747
C 1.81 4.28 5.87 -0.725
C 0.77 3.41 5.55 -0.150
C 0.71 2.90 4.26 -0.026
C 1.65 3.25 3.31 -0.115
C 2.69 4.11 3.66 -0.009
C 2.78 4.63 4.94 -0.160
C 1.64 2.70 1.90 -0.586
O 2.56 2.97 1.16 0.030
O 0.57 2.01 1.57 -0.309
H 0.04 3.13 6.29 0.088
H -0.08 2.21 4.01 0.088
H 3.43 4.35 2.91 0.119
H 3.58 5.30 5.22 0.082

118
Properties=species:S:1:pos:R:3:lowdin_charge:R:1 method="wB97M-V/def2-TZVPD" total_charge=-2 gap_ev="4.785 / 5.834" lumo_energy_ha="0.081 / 0.120"
Cs -2.11 1.18 -2.40 0.615
Cl -7.12 -1.62 -0.90 0.640
C -6.24 -0.84 0.38 -0.590
C -6.70 -1.12 1.63 -0.191
C -6.12 -0.55 2.71 -0.592
Cl -6.88 -0.58 4.33 0.590
C -4.95 0.23 2.50 -0.195
C -4.20 0.68 3.58 -0.047
C -2.93 1.19 3.39 -0.064
C -2.47 1.35 2.10 -0.154
N -3.15 0.98 1.04 0.114
C -4.44 0.48 1.18 -0.118
C -5.07 -0.09 0.02 -0.431
O -4.71 0.02 -1.20 -0.280
H -7.60 -1.74 1.72 0.102
H -4.66 0.54 4.60 0.085
H -2.42 1.48 4.26 0.061
H -1.42 1.70 1.91 0.112
O -0.75 -2.88 -0.59 0.032
C -0.91 -1.75 -0.60 0.020
Cl 0.91 -1.96 -7.96 0.585
C 1.71 -1.07 -6.70 -1.254
Cl 2.57 0.28 -7.26 0.596
Cl 3.84 -2.91 -5.85 -0.562
C 0.94 -0.93 -5.46 -0.358
N 0.48 -0.78 -4.42 0.153
C 5.11 -1.49 0.26 -0.049
C 3.90 -2.35 -0.23 -0.319
C 2.96 -1.40 -0.94 -0.038
C 3.29 -3.19 0.87 -0.108
C 3.33 -4.59 0.65 -0.013
C 2.74 -5.41 1.59 -0.078
C 2.20 -4.90 2.75 -0.055
C 2.09 -3.54 2.96 -0.151
C 1.39 -3.05 4.18 -0.387
C 1.73 -3.98 5.35 -0.084
C -0.13 -2.92 3.97 -0.048
C 2.72 -2.72 2.03 -0.124
N 2.73 -1.31 2.32 0.007
B 1.59 -0.35 2.11 -0.083
N 2.12 0.88 2.75 0.008
C 3.52 0.64 3.18 -0.047
C 3.81 -0.67 2.90 -0.110
C 1.45 2.13 2.94 -0.113
C 1.21 3.08 1.92 -0.099
C 0.39 4.22 2.22 -0.025
C -0.18 4.35 3.46 -0.087
C 0.05 3.42 4.45 -0.051
C 0.86 2.30 4.25 -0.118
C 1.20 1.30 5.32 -0.361
C 0.00 0.43 5.82 -0.033
C 1.84 2.01 6.50 -0.073
C 1.72 3.06 0.46 -0.340
C 3.14 2.40 0.28 -0.037
C 0.68 2.38 -0.40 -0.095
H 5.64 -0.96 -0.55 0.087
H 5.85 -2.01 0.80 0.056
H 4.82 -0.66 0.91 0.044
H 4.23 -3.03 -0.95 0.103
H 2.43 -0.83 -0.15 0.054
H 2.29 -1.94 -1.56 0.071
H 3.49 -0.68 -1.53 0.082
H 3.72 -5.01 -0.26 0.109
H 2.81 -6.50 1.36 0.115
H 1.92 -5.64 3.48 0.103
H 1.71 -2.03 4.46 0.126
H 1.01 -4.85 5.39 0.094
H 1.66 -3.52 6.36 0.078
H 2.79 -4.27 5.20 0.088
H -0.50 -3.91 3.66 0.090
H -0.42 -2.15 3.23 0.071
H -0.50 -2.60 4.96 0.078
H 4.22 1.35 3.51 0.102
H 4.72 -1.29 3.16 0.152
H 0.08 4.93 1.50 0.112
H -0.82 5.14 3.71 0.090
H -0.38 3.56 5.41 0.101
H 2.00 0.68 4.98 0.098
H -0.90 1.08 6.08 0.091
H 0.30 -0.07 6.76 0.080
H -0.29 -0.21 5.02 0.041
H 1.39 2.94 6.83 0.075
H 2.82 2.32 6.16 0.077
H 1.98 1.38 7.34 0.058
H 1.79 4.12 0.19 0.131
H 3.09 1.34 0.45 0.039
H 3.86 2.93 0.97 0.099
H 3.46 2.47 -0.73 0.060
H 0.67 1.34 -0.19 0.053
H 0.92 2.67 -1.43 0.090
H -0.26 2.94 -0.29 0.075
C -1.26 2.85 -6.04 -0.262
Si -1.37 4.68 -5.44 -0.078
C 0.38 5.22 -5.87 -0.263
C -2.55 5.65 -6.52 -0.275
Se -2.02 4.92 -3.30 -0.074
H -0.99 2.67 -7.09 0.023
H -2.19 2.27 -5.75 0.013
H -0.45 2.37 -5.47 0.003
H 0.68 5.05 -6.91 0.017
H 1.10 4.63 -5.21 0.044
H 0.53 6.28 -5.66 0.005
H -2.79 5.12 -7.49 0.031
H -2.03 6.59 -6.80 0.018
H -3.50 5.87 -6.03 0.000
Se -4.23 -2.43 -2.83 1.137
N -3.67 -1.31 -4.05 -0.266
C -3.25 -1.93 -5.08 -0.429
C -2.78 -1.34 -6.33 -0.021
C -2.45 -2.11 -7.37 -0.123
C -2.38 -3.56 -7.27 -0.066
C -2.80 -4.18 -6.10 -0.016
C -3.22 -3.33 -5.01 -0.381
N -3.74 -3.81 -3.87 -0.238
H -2.88 -0.26 -6.34 0.110
H -2.01 -1.63 -8.21 0.070
H -2.01 -4.10 -8.14 0.095
H -2.78 -5.24 -6.02 0.094

Sequential energy above the lowest of the compared OMol25 structures with the same formula, charge and spin output: 0.0000, 0.0000, 0.0000, 1.9524 eV